Entry 1:
{
  "formula": "C7H10",
  "method": "the ωB97M-V functional and the def2-TZVPD basis",
  "elements": ["C", "C", "C", "C", "C", "C", "C", "H", "H", "H", "H", "H", "H", "H", "H", "H", "H"],
  "coordinates": [[1.11524, 1.53485, 0.58936], [0.19876, 0.95892, -0.10139], [0.19603, -0.43247, -0.69505], [0.99853, -1.34572, 0.28840], [-1.28589, -0.54756, -0.70508], [-2.54489, -0.52700, -1.00832], [-2.25643, -0.52926, 0.48194], [1.05834, 2.48400, 1.05788], [2.09227, 0.99330, 0.87483], [-0.81784, 1.43758, -0.25098], [0.59045, -0.42496, -1.76467], [1.32831, -2.22113, -0.27959], [0.44013, -1.59981, 1.19346], [1.93879, -1.07534, 0.68679], [-3.24088, -0.46817, -1.80162], [-2.71472, -1.33280, 1.04123], [-2.47348, 0.54661, 0.88417]],
  "atomic_forces_ev_per_a": [[3.773, -0.659, 1.940], [-2.632, 0.640, -1.561], [0.825, 0.955, -0.125], [-1.110, -1.603, -1.425], [-0.699, -2.469, 1.412], [1.647, -0.233, -0.026], [-1.684, 3.063, -0.899], [-0.439, 0.836, 0.091], [-1.562, 0.831, -0.737], [1.644, 0.160, 0.165], [-0.224, -0.115, 1.417], [-0.674, -0.511, 0.290], [-0.416, -0.195, -0.459], [0.968, 1.615, -0.035], [-0.617, 0.098, -0.397], [0.708, -0.353, 0.268], [0.494, -2.060, 0.081]],
  "orbital_gap_ev": 10.21,
  "de_lowest_ev": 4.529,
  "total_charge": 0,
  "lumo_energy_ev": 1.13,
  "smiles": "C=C[C@@H](C)C1=CC1"
}

***

Entry 2:
{
  "formula": "C4H3FO",
  "method": "the ωB97M-V functional and the def2-TZVPD basis",
  "elements": ["C", "C", "O", "H", "H", "C", "C", "F", "H"],
  "coordinates": [[-0.65667, -0.65509, -0.74321], [-1.72567, -0.56472, -0.05154], [-2.64155, -0.28994, 0.65258], [-0.67274, -0.19494, -1.78311], [0.25860, -1.25375, -0.31692], [1.54929, 0.43803, 1.08855], [1.20182, 0.96878, 0.08079], [0.89186, 1.88867, -0.79906], [1.79506, -0.33704, 1.87192]],
  "atomic_forces_ev_per_a": [[2.973, -1.494, -2.100], [-3.236, 1.613, 2.872], [1.648, -1.058, -1.555], [0.193, -0.867, 1.537], [-2.268, 1.245, -1.249], [0.904, -2.236, 1.946], [-0.001, 2.485, -0.620], [0.220, -1.312, 0.604], [-0.433, 1.625, -1.435]],
  "orbital_gap_ev": 9.89,
  "de_lowest_ev": 3.679,
  "total_charge": 0,
  "lumo_energy_ev": 0.70,
  "smiles": "C=C=O.C#CF"
}